Record 1
Below is a cluster of 2 separate species, C2HNOS in total in a non-equilibrium geometry, with properties calculated with the ωB97M-V functional and the def2-TZVPD basis.

Positions of all 6 atoms, in Å:
C 1.01 -0.58 0.19
C 0.47 0.63 -0.36
N -0.23 0.02 0.56
O 1.76 -1.44 0.50
S -1.89 1.06 -1.85
H -1.12 0.31 0.96

**Energy above the lowest of the compared OMol25 structures with the same formula, charge and spin**: 213.7 kJ/mol
**Gap between HOMO and LUMO (alpha / beta)**: 9.481 / 7.206 eV
**2S+1**: 3
**⟨S²⟩**: 2.008
**Lowest unoccupied orbital energy (alpha / beta)**: -0.08 / -2.29 eV

Atomic partial charges in e from the natural (NBO) method, atoms 1 to 4: 0.615 0.080 -0.570 -0.480

***

Record 2
Below is a structure of composition C2HO2Pr in a non-equilibrium geometry, with properties calculated with the ωB97M-V functional and the def2-TZVPD basis.

Positions of all 6 atoms, in Å:
C -1.12 0.04 -0.24
C -0.86 -1.06 0.30
H -1.19 -2.01 0.69
O 2.03 -0.04 0.40
Pr 1.71 1.95 -0.55
O -0.57 1.13 -0.61

**Energy above the lowest of the compared OMol25 structures with the same formula, charge and spin**: 227.6 kJ/mol
**Total charge**: +1
**Gap between HOMO and LUMO (alpha / beta)**: 7.131 / 5.783 eV
**2S+1**: 4
**⟨S²⟩**: 3.808
**Lowest unoccupied orbital energy (alpha / beta)**: -5.35 / -7.07 eV

Atomic partial charges in e from the Löwdin method, atoms 1 to 4: -0.155 0.316 0.092 -0.671

***

Record 3
Below is a structure of composition C2HO4S in a non-equilibrium geometry, with properties calculated with the ωB97M-V functional and the def2-TZVPD basis.

Positions of all 8 atoms, in Å:
C -0.20 -0.32 0.86
C -0.41 -1.58 0.28
O -3.68 -0.63 -0.19
O 0.66 -1.70 1.00
O -2.59 0.01 -2.25
O -1.09 -2.16 -0.53
S -2.41 -0.31 -0.85
H 0.45 0.23 0.17

**Energy above the lowest of the compared OMol25 structures with the same formula, charge and spin**: 313.9 kJ/mol
**Total charge**: -1
**Gap between HOMO and LUMO**: 7.498 eV
**Lowest unoccupied orbital energy**: 3.81 eV

Atomic partial charges in e from the natural (NBO) method, atoms 1 to 4: -0.452 0.679 -0.910 -0.576

***

Record 4
Below is the ion C2HO4S with charge -1 in a non-equilibrium geometry, with properties calculated with the ωB97M-V functional and the def2-TZVPD basis.

Positions of all 8 atoms, in Å:
C -0.95 -0.01 0.14
C -0.99 -1.24 -0.01
O 0.61 2.06 -0.11
O -1.07 -2.41 -0.19
O 1.65 0.36 1.27
O 1.49 -0.08 -1.11
S 0.95 0.58 0.04
H -1.69 0.74 -0.03

**Energy above the lowest of the compared OMol25 structures with the same formula, charge and spin**: 133.7 kJ/mol
**Total charge**: -1
**Gap between HOMO and LUMO (alpha / beta)**: 5.573 / 6.386 eV
**2S+1**: 3
**⟨S²⟩**: 2.011
**Lowest unoccupied orbital energy (alpha / beta)**: 3.79 / 1.29 eV

Atomic partial charges in e from the natural (NBO) method, atoms 1 to 4: -0.322 0.341 -1.046 -0.458

***

Record 5
Below is a structure of composition C2I4N2 in a non-equilibrium geometry, with properties calculated with the ωB97M-V functional and the def2-TZVPD basis.

Positions of all 8 atoms, in Å:
C -0.47 -0.06 -0.62
C 0.43 0.22 0.65
N -1.42 -0.89 -0.51
N 1.56 0.76 0.46
I 0.30 0.76 -2.36
I -0.43 -0.69 2.40
I -2.77 -1.34 -1.95
I 2.80 1.23 1.92

**Energy above the lowest of the compared OMol25 structures with the same formula, charge and spin**: 0.0 kJ/mol
**Gap between HOMO and LUMO**: 8.463 eV
**Lowest unoccupied orbital energy**: -0.76 eV

Atomic partial charges in e from the natural (NBO) method, atoms 1 to 4: 0.038 0.099 -0.586 -0.610

***

Record 6
Below is a structure of composition C2I5O2S in a non-equilibrium geometry, with properties calculated with the ωB97M-V functional and the def2-TZVPD basis.

Positions of all 10 atoms, in Å:
C -0.59 -0.10 -1.42
C 0.09 1.01 -1.61
O 2.55 -1.89 2.68
O 0.95 -1.39 4.40
S 1.55 -1.01 3.18
I -1.04 -0.72 0.54
I -1.45 -1.20 -2.95
I -3.66 1.32 -1.12
I 1.00 2.22 -0.14
I 0.61 1.76 -3.56

**Energy above the lowest of the compared OMol25 structures with the same formula, charge and spin**: 0.0 kJ/mol
**Total charge**: -1
**Gap between HOMO and LUMO**: 4.968 eV
**Lowest unoccupied orbital energy**: 1.24 eV

Atomic partial charges in e from the natural (NBO) method, atoms 1 to 4: -0.474 -0.424 -0.848 -0.855

***

Record 7
Below is a cluster of 2 separate species, C2IN3O3 in total in a non-equilibrium geometry, with properties calculated with the ωB97M-V functional and the def2-TZVPD basis.

Positions of all 9 atoms, in Å:
C -0.23 -0.28 0.01
C -1.17 0.75 0.16
N 0.15 -0.66 1.21
N -1.32 1.06 1.42
N 2.37 -0.78 -2.65
O 2.02 -0.87 -1.59
O 0.16 -0.57 -1.17
O -0.43 0.23 2.07
I -2.06 1.42 -1.56

**Energy above the lowest of the compared OMol25 structures with the same formula, charge and spin**: 60.0 kJ/mol
**Gap between HOMO and LUMO (alpha / beta)**: 7.875 / 6.508 eV
**Lowest unoccupied orbital energy (alpha / beta)**: -1.70 / -2.62 eV

Atomic partial charges in e from the natural (NBO) method, atoms 1 to 4: 0.330 -0.078 -0.136 -0.095

***

Record 8
Below is the molecule C2INO2S in a non-equilibrium geometry, with properties calculated with the ωB97M-V functional and the def2-TZVPD basis.

Positions of all 7 atoms, in Å:
C 1.45 -0.46 -0.04
C -0.88 -0.29 0.01
N 0.36 -0.95 -0.07
O 0.35 1.66 0.04
O -0.83 1.02 0.04
S -2.26 -1.15 0.07
I 3.40 -0.16 0.02

**Gap between HOMO and LUMO**: 7.166 eV
**Lowest unoccupied orbital energy**: -1.29 eV

Atomic partial charges in e from the natural (NBO) method, atoms 1 to 4: 0.292 0.271 -0.392 -0.435

***

Record 9
Below is a cluster of 2 separate species, C2N3O3 in total in a non-equilibrium geometry, with properties calculated with the ωB97M-V functional and the def2-TZVPD basis.

Positions of all 8 atoms, in Å:
C -0.52 -2.03 -0.42
C 0.00 -0.85 0.39
N -1.22 -2.79 -0.92
N -0.03 2.03 -1.01
N 0.49 2.37 -0.09
O 1.02 2.72 0.89
O -0.86 0.09 0.42
O 1.22 -0.91 0.74

**Energy above the lowest of the compared OMol25 structures with the same formula, charge and spin**: 19.4 kJ/mol
**Total charge**: -1
**Gap between HOMO and LUMO**: 9.437 eV
**Lowest unoccupied orbital energy**: 4.08 eV

Atomic partial charges in e from the natural (NBO) method, atoms 1 to 4: 0.193 0.674 -0.427 -0.076

***

Record 10
Below is a cluster of 2 separate species, C2N6O4 in total in a non-equilibrium geometry, with properties calculated with the ωB97M-V functional and the def2-TZVPD basis.

Positions of all 12 atoms, in Å:
C 1.14 -1.02 -1.57
C -0.46 1.45 0.44
N 0.06 2.49 0.30
N 1.39 -0.56 -0.11
N 2.98 -1.16 1.37
N 2.27 -0.83 0.58
N -1.10 0.41 0.83
N -2.42 0.45 0.73
O 2.21 -1.19 -2.15
O -2.90 1.37 0.07
O -0.02 -1.07 -1.87
O -3.14 -0.34 1.37

**Energy above the lowest of the compared OMol25 structures with the same formula, charge and spin**: 46.9 kJ/mol
**Total charge**: -2
**Gap between HOMO and LUMO**: 8.388 eV
**Lowest unoccupied orbital energy**: 6.69 eV

Atomic partial charges in e from the natural (NBO) method, atoms 1 to 4: 0.877 0.465 -0.551 -0.376

***

Record 11
Below is a cluster of 2 separate species, C2NO4 in total in a non-equilibrium geometry, with properties calculated with the ωB97M-V functional and the def2-TZVPD basis.

Positions of all 7 atoms, in Å:
C 0.03 0.75 -1.14
C 0.03 -0.85 1.41
N -0.47 0.37 -0.09
O 0.12 -1.88 0.86
O 1.35 1.39 -1.83
O 0.08 0.00 2.26
O -1.14 0.21 -1.48

**Energy above the lowest of the compared OMol25 structures with the same formula, charge and spin**: 354.6 kJ/mol
**Total charge**: -1
**Gap between HOMO and LUMO**: 8.548 eV
**Lowest unoccupied orbital energy**: 3.84 eV

Atomic partial charges in e from the natural (NBO) method, atoms 1 to 4: 0.779 1.023 -0.355 -0.574

***

Record 12
Below is a structure of composition C2NO4 in a non-equilibrium geometry, with properties calculated with the ωB97M-V functional and the def2-TZVPD basis.

Positions of all 7 atoms, in Å:
C 0.52 1.39 0.46
C -0.32 -0.93 -0.44
N -0.85 -1.64 0.39
O -0.69 -2.10 -0.99
O 0.33 2.41 -0.07
O 0.22 0.11 -0.77
O 0.79 0.76 1.42

**Energy above the lowest of the compared OMol25 structures with the same formula, charge and spin**: 145.4 kJ/mol
**Total charge**: -1
**Gap between HOMO and LUMO**: 7.764 eV
**Lowest unoccupied orbital energy**: 4.10 eV

Atomic partial charges in e from the natural (NBO) method, atoms 1 to 4: 1.024 0.774 -0.377 -0.506

***

Record 13
Below is the ion C2NO4 with charge -1 in a non-equilibrium geometry, with properties calculated with the ωB97M-V functional and the def2-TZVPD basis.

Positions of all 7 atoms, in Å:
C 1.24 -0.30 0.15
C -1.30 0.59 -0.36
N -1.50 1.62 -0.83
O 2.18 -0.62 0.79
O 0.89 0.27 -0.84
O -0.14 -1.16 0.67
O -1.37 -0.40 0.41

**Energy above the lowest of the compared OMol25 structures with the same formula, charge and spin**: 218.2 kJ/mol
**Total charge**: -1
**Gap between HOMO and LUMO**: 9.601 eV
**Lowest unoccupied orbital energy**: 4.23 eV

Atomic partial charges in e from the natural (NBO) method, atoms 1 to 4: 0.981 0.577 -0.515 -0.660

***

Record 14
Below is a structure of composition C2NO4 in a non-equilibrium geometry, with properties calculated with the ωB97M-V functional and the def2-TZVPD basis.

Positions of all 7 atoms, in Å:
C -0.21 -0.36 1.35
C 0.35 0.44 -1.39
N -0.56 0.22 0.22
O 0.86 1.49 -1.12
O 0.31 -0.25 2.43
O 0.30 -0.44 -2.14
O -1.01 -1.17 0.60

**Energy above the lowest of the compared OMol25 structures with the same formula, charge and spin**: 89.3 kJ/mol
**Total charge**: -1
**Gap between HOMO and LUMO**: 8.540 eV
**Lowest unoccupied orbital energy**: 4.15 eV

Atomic partial charges in e from the natural (NBO) method, atoms 1 to 4: 0.832 0.975 -0.388 -0.670

***

Record 15
Below is a structure of composition C2NaO4Tl in a non-equilibrium geometry, with properties calculated with the ωB97M-V functional and the def2-TZVPD basis.

Positions of all 8 atoms, in Å:
O 0.49 -1.11 -0.06
C -0.38 -0.24 -0.39
O -1.57 -0.57 -0.54
Tl -1.39 -2.55 0.73
Na 2.57 -0.28 0.09
O -0.94 1.99 0.28
O 1.23 1.49 0.00
C -0.01 1.27 -0.11

**Energy above the lowest of the compared OMol25 structures with the same formula, charge and spin**: 0.0 kJ/mol
**Gap between HOMO and LUMO**: 7.293 eV
**Lowest unoccupied orbital energy**: -0.89 eV

Atomic partial charges in e from the natural (NBO) method, atoms 1 to 4: -0.898 0.675 -0.761 0.852

***

Record 16
Below is a cluster of 2 separate species, C2O2S in total in a non-equilibrium geometry, with properties calculated with the ωB97M-V functional and the def2-TZVPD basis.

Positions of all 5 atoms, in Å:
C 1.06 0.38 -0.45
C -1.29 -0.68 0.19
O 1.83 1.09 -0.02
O -0.99 0.06 1.02
S -1.47 -1.50 -1.10

**Energy above the lowest of the compared OMol25 structures with the same formula, charge and spin**: 29.1 kJ/mol
**Gap between HOMO and LUMO**: 11.370 eV
**Lowest unoccupied orbital energy**: 0.62 eV

Atomic partial charges in e from the natural (NBO) method, atoms 1 to 4: 0.489 0.425 -0.497 -0.470

***

Record 17
Below is the molecule C2O2S2 in a non-equilibrium geometry, with properties calculated with the ωB97M-V functional and the def2-TZVPD basis.

Positions of all 6 atoms, in Å:
C 1.11 0.03 0.00
C -1.05 0.09 0.01
O 2.23 0.40 -0.03
O -0.03 0.90 0.03
S -2.61 0.11 -0.01
S 0.35 -1.54 0.01

**Energy above the lowest of the compared OMol25 structures with the same formula, charge and spin**: 208.2 kJ/mol
**Gap between HOMO and LUMO**: 9.126 eV
**Lowest unoccupied orbital energy**: -0.81 eV

Atomic partial charges in e from the natural (NBO) method, atoms 1 to 4: 0.600 0.154 -0.491 -0.508

***

Record 18
Below is the molecule C2O3S in a non-equilibrium geometry, with properties calculated with the ωB97M-V functional and the def2-TZVPD basis.

Positions of all 6 atoms, in Å:
C -1.25 -0.28 -0.64
C 0.00 -0.06 -0.52
O 2.63 0.35 0.32
O 0.77 0.10 2.08
O -2.26 -0.42 -1.21
S 1.13 0.13 0.69

**Energy above the lowest of the compared OMol25 structures with the same formula, charge and spin**: 538.1 kJ/mol
**Gap between HOMO and LUMO**: 8.795 eV
**Lowest unoccupied orbital energy**: -2.03 eV

Atomic partial charges in e from the natural (NBO) method, atoms 1 to 4: 0.696 -0.791 -0.750 -0.787

***

Record 19
Below is a structure of composition C2S3 in a non-equilibrium geometry, with properties calculated with the ωB97M-V functional and the def2-TZVPD basis.

Positions of all 5 atoms, in Å:
C -1.22 -0.89 -0.65
C 0.49 0.73 0.94
S -1.45 0.65 -0.09
S 1.61 0.59 -0.37
S 0.56 -1.08 0.16

**Energy above the lowest of the compared OMol25 structures with the same formula, charge and spin**: 363.1 kJ/mol
**Gap between HOMO and LUMO**: 7.489 eV
**Lowest unoccupied orbital energy**: -1.30 eV

Atomic partial charges in e from the natural (NBO) method, atoms 1 to 4: -0.377 -0.421 0.251 0.221

***

Record 20
Below is a structure of composition C30H14Cl5N5OReS5Se in a non-equilibrium geometry, with properties calculated with the ωB97M-V functional and the def2-TZVPD basis.

Positions of all 62 atoms, in Å:
Re -0.20 2.62 2.65
S -6.03 2.07 7.10
C -4.75 2.15 6.11
S -4.86 2.16 4.38
C -3.16 2.26 4.02
C -2.32 2.31 5.12
S -0.63 2.40 5.02
S -3.11 2.25 6.68
S -2.62 2.21 2.42
Cl 2.74 1.24 1.08
C 3.02 2.46 2.30
C 1.95 3.07 3.01
C 2.44 4.02 3.96
Cl 1.39 4.97 4.97
C 3.80 4.31 4.17
Cl 4.31 5.48 5.32
C 4.77 3.66 3.43
Cl 6.44 4.01 3.67
C 4.38 2.73 2.49
Cl 5.60 1.93 1.57
C -0.78 -5.99 -8.02
O -0.65 -6.39 -6.66
C -0.62 -5.41 -5.73
C -0.55 -5.82 -4.40
C -0.51 -4.88 -3.40
C -0.55 -3.51 -3.69
C -0.62 -3.12 -5.02
C -0.65 -4.06 -6.04
C -0.50 -2.48 -2.64
N -0.50 -1.19 -2.84
C -0.43 -0.62 -1.60
C -0.39 -1.58 -0.62
N -0.42 -2.77 -1.30
C -0.24 -1.28 0.77
C -0.12 -2.21 1.80
C 0.09 -1.76 3.08
C 0.16 -0.39 3.33
N 0.01 0.52 2.37
C -0.18 0.08 1.10
C -0.26 1.10 0.09
N -0.15 2.38 0.53
C -0.14 3.35 -0.38
C -0.24 3.09 -1.75
C -0.36 1.81 -2.20
C -0.36 0.77 -1.26
H -0.84 -6.91 -8.60
H 0.09 -5.42 -8.34
H -1.68 -5.40 -8.17
H -0.52 -6.88 -4.19
H -0.46 -5.23 -2.37
H -0.64 -2.06 -5.24
H -0.70 -3.72 -7.07
H -0.41 -3.69 -0.90
H -0.19 -3.28 1.60
H 0.20 -2.45 3.91
H 0.33 -0.02 4.33
H -0.03 4.36 -0.02
H -0.22 3.93 -2.44
H -0.45 1.57 -3.25
Se -0.88 4.99 2.44
C 0.63 5.85 1.83
N 1.56 6.41 1.43

**Gap between HOMO and LUMO (alpha / beta)**: 5.656 / 5.455 eV
**2S+1**: 2
**⟨S²⟩**: 0.886
**Lowest unoccupied orbital energy (alpha / beta)**: -1.96 / -2.23 eV

Atomic partial charges in e from the natural (NBO) method, atoms 1 to 4: 0.549 -0.008 -0.575 0.483